1.
C31H83F2N7O12S2 | the ωB97M-V functional and the def2-TZVPD basis

The geometry in XYZ format:
```
137
Properties=species:S:1:pos:R:3
S -1.004 -0.206 0.643
S 0.004 0.099 -1.461
F -2.117 0.462 1.657
F -0.953 -0.420 -2.679
O -2.371 3.204 0.029
O 0.256 0.189 1.332
O 4.189 3.232 -1.375
O 3.023 -4.241 3.940
O 5.361 -1.492 -0.881
O -3.704 1.005 -1.334
O -1.393 -1.567 0.677
O -3.441 -2.904 6.109
O 0.724 -1.136 -1.214
O -5.304 -3.567 0.271
O -3.742 2.322 -6.519
O 0.698 1.209 -2.135
N -1.363 0.649 -0.569
N -2.839 -4.888 2.912
N 4.105 4.178 -0.404
N 3.093 -3.525 -2.717
N 1.570 -3.863 0.468
N -5.308 -1.435 -1.288
N -3.304 2.010 -3.786
C -2.880 -3.746 3.832
C 2.170 3.152 0.674
C -6.405 -4.325 0.055
C 3.759 5.685 1.918
C -3.393 3.435 -5.628
C -1.321 3.850 2.156
C 5.263 4.148 0.511
C 4.330 -2.895 -2.456
C 2.921 -4.183 2.511
C 4.211 -4.956 4.387
C 4.206 -2.322 -1.052
C -3.922 -2.870 3.182
C -3.084 -3.068 7.477
C 2.709 4.382 -0.024
C -4.755 -2.674 -1.864
C 1.657 -3.707 1.980
C -3.109 -4.066 5.324
C 6.516 4.345 -0.269
C -3.411 4.248 -3.135
C -3.719 2.548 -7.950
C -1.688 4.261 0.740
C 4.463 -1.690 -3.492
C 1.798 4.756 -1.229
C -3.932 3.257 -4.217
C 5.417 2.979 1.429
C -4.250 -3.614 -0.677
C 2.615 5.594 0.921
C 5.220 -0.800 0.329
C -3.497 -2.284 -2.765
C 0.467 -4.499 2.567
C 5.112 5.496 1.300
H -2.874 -1.612 -2.176
H 3.287 -1.748 -0.928
H -0.409 -3.916 2.281
H 5.114 -4.383 4.177
H 0.227 -4.509 3.630
H -3.163 -2.076 7.921
H 2.811 -4.209 -2.030
H -4.982 2.964 -4.205
H 7.491 4.385 0.217
H -0.423 3.233 2.131
H 3.515 -1.365 -3.920
H 2.671 2.967 1.624
H 5.142 -3.617 -2.543
H -2.199 3.435 2.652
H -2.777 0.996 -1.086
H -3.754 1.335 -2.234
H -4.844 -3.434 3.323
H 5.960 -0.002 0.268
H 2.424 2.281 0.070
H 4.912 -0.725 -3.254
H -3.457 3.906 -2.101
H 3.712 -3.494 2.212
H 5.820 5.525 2.128
H 1.514 -2.664 2.261
H 6.397 3.007 1.906
H 5.227 6.402 0.705
H 4.189 2.415 -0.873
H -0.730 4.306 0.223
H 1.759 5.649 1.594
H -3.801 -4.975 2.618
H -3.886 -1.806 -3.664
H 4.243 -0.318 0.316
H -6.218 -5.308 -0.377
H 5.452 -1.561 1.074
H -2.303 3.461 -5.612
H 3.164 -5.176 2.134
H 3.512 4.949 2.682
H 6.572 3.650 -1.107
H 0.649 -3.842 0.053
H -5.556 -3.031 -2.512
H -3.291 -3.207 -0.359
H -3.874 4.355 -5.959
H -2.326 4.356 -3.123
H -3.752 5.282 -3.177
H -2.680 2.635 -8.267
H 0.525 -5.437 2.014
H 2.342 5.425 -1.897
H -5.922 -1.803 -0.576
H 3.169 -4.097 -3.546
H 4.680 2.921 2.229
H -4.310 3.422 -8.224
H -3.741 -3.695 8.079
H 4.264 -5.881 3.813
H -2.890 -3.177 -2.920
H -5.899 -1.049 -2.011
H -4.099 1.619 -8.374
H -2.292 -4.700 5.669
H 5.283 2.105 0.791
H -4.072 -4.634 -1.017
H 4.078 -5.283 5.418
H 4.167 -3.126 -0.317
H -2.324 2.085 -3.554
H -2.043 5.285 0.624
H -1.888 -3.301 3.755
H -7.105 -3.934 -0.683
H 6.353 5.245 -0.862
H -1.696 2.612 -0.311
H -3.954 -4.754 5.353
H 1.646 3.887 -1.869
H -3.568 -2.685 2.168
H 1.876 -2.999 0.044
H 3.736 6.630 2.460
H -2.025 -3.319 7.543
H -2.539 -4.451 2.053
H 1.083 3.072 0.685
H -1.005 4.762 2.661
H -4.130 0.149 -1.252
H -6.954 -4.469 0.986
H -3.431 1.495 -4.645
H -4.033 -1.876 3.616
H 0.892 5.304 -0.973
H 2.533 6.521 0.353
H 5.176 -2.139 -4.183
```

2S+1 = 2
charge = +1
Kohn-Sham gap (spin up / spin down) = 8.50 / 3.71 eV
F_max = 9.8 eV/A
<S²> = 0.75
E_HOMO (spin up / spin down) = -10.512 / -10.512 eV
LUMO (spin up / spin down) = -2.011 / -6.802 eV

Mulliken atomic charge list, values in e, 99 entries: number 1, S, carries 0.979; number 2, S, carries 0.861; number 3, F, carries -0.384; number 4, F, carries -0.328; number 5, O, carries -0.423; number 6, O, carries -0.634; number 7, O, carries -0.295; number 8, O, carries -0.388; number 9, O, carries -0.431; number 10, O, carries -0.079; number 11, O, carries -0.670; number 12, O, carries -0.318; number 13, O, carries -0.504; number 14, O, carries -0.253; number 15, O, carries -0.344; number 16, O, carries -0.648; number 17, N, carries -0.190; number 18, N, carries -0.647; number 19, N, carries 0.399; number 20, N, carries -0.550; number 21, N, carries -0.495; number 22, N, carries -0.616; number 23, N, carries -0.643; number 24, C, carries 1.119; number 25, C, carries -0.702; number 26, C, carries -0.924; number 27, C, carries -0.860; number 28, C, carries -0.679; number 29, C, carries -0.924; number 30, C, carries 1.273; number 31, C, carries 0.271; number 32, C, carries -0.977; number 33, C, carries -0.720; number 34, C, carries -0.051; number 35, C, carries -1.382; number 36, C, carries -0.809; number 37, C, carries 2.349; number 38, C, carries 0.286; number 39, C, carries 1.536; number 40, C, carries -1.229; number 41, C, carries -1.776; number 42, C, carries -1.605; number 43, C, carries -0.729; number 44, C, carries 0.364; number 45, C, carries -1.345; number 46, C, carries -2.160; number 47, C, carries 0.245; number 48, C, carries -1.395; number 49, C, carries -0.382; number 50, C, carries -1.257; number 51, C, carries -0.212; number 52, C, carries -1.026; number 53, C, carries -0.723; number 54, C, carries -1.140; number 55, H, carries -0.052; number 56, H, carries -0.174; number 57, H, carries -0.475; number 58, H, carries 0.268; number 59, H, carries 0.363; number 60, H, carries 0.265; number 61, H, carries 0.181; number 62, H, carries 0.460; number 63, H, carries 0.412; number 64, H, carries 0.158; number 65, H, carries 0.321; number 66, H, carries 0.184; number 67, H, carries 0.447; number 68, H, carries 0.286; number 69, H, carries 0.434; number 70, H, carries 0.538; number 71, H, carries 0.455; number 72, H, carries 0.274; number 73, H, carries 0.252; number 74, H, carries 0.267; number 75, H, carries 0.383; number 76, H, carries 0.111; number 77, H, carries 0.487; number 78, H, carries 0.089; number 79, H, carries 0.589; number 80, H, carries 0.379; number 81, H, carries 0.423; number 82, H, carries -0.526; number 83, H, carries 0.171; number 84, H, carries 0.398; number 85, H, carries 0.396; number 86, H, carries -0.046; number 87, H, carries 0.386; number 88, H, carries 0.261; number 89, H, carries 0.293; number 90, H, carries 0.449; number 91, H, carries 0.338; number 92, H, carries 0.411; number 93, H, carries 0.313; number 94, H, carries 0.417; number 95, H, carries -0.039; number 96, H, carries 0.423; number 97, H, carries 0.342; number 98, H, carries 0.455; number 99, H, carries 0.306

=====

2.
N2O3S | the ωB97M-V functional and the def2-TZVPD basis

The geometry in XYZ format:
```
6
Properties=species:S:1:pos:R:3
S 0.930 -0.845 0.087
O -2.848 0.260 -0.498
O -0.958 0.016 0.612
O 2.973 0.911 -0.075
N -2.093 0.253 0.419
N 2.293 -0.106 0.095
```

2S+1 = 1
energy relative to the best compared isomer or geometry (same formula, charge and spin) = 687.24 kJ/mol
charge = 0
Kohn-Sham gap (spin up / spin down) = 6.50 / 8.99 eV
F_max = 4.4 eV/A
E_HOMO (spin up / spin down) = -8.278 / -9.712 eV
LUMO (spin up / spin down) = -1.774 / -0.727 eV

Charge distribution, Mulliken scheme, values in e: number 1, S, carries 0.156; number 2, O, carries -0.422; number 3, O, carries -0.441; number 4, O, carries -0.393; number 5, N, carries 0.784; number 6, N, carries 0.315

=====

3.
C32H33IrN4O2Si | the ωB97M-V functional and the def2-TZVPD basis

The geometry in XYZ format:
```
73
Properties=species:S:1:pos:R:3
Ir -0.037 0.381 -0.853
Si -0.780 0.333 1.938
O 3.624 1.646 -2.293
O -2.305 -1.969 -3.375
N 0.149 -0.578 0.950
N 1.845 1.315 -0.971
N 0.592 -0.052 -2.818
N -1.628 -0.797 -1.588
C 2.285 -4.190 1.129
C 2.986 1.789 1.209
C 3.510 2.348 3.492
C -4.884 -0.773 0.288
C 2.678 2.260 -0.186
C 2.454 1.104 -2.090
C 3.146 0.440 1.501
C 1.840 0.262 -3.146
C -0.144 -0.915 -3.511
C 0.338 -1.465 -4.682
C 3.938 2.407 -1.076
C -2.394 -0.295 2.551
C 1.186 -2.488 -0.179
C 3.168 2.742 2.206
C -0.175 1.795 2.866
C -3.907 -0.338 -0.601
C -2.947 -1.347 -1.171
C 1.908 -3.675 -0.097
C -5.839 0.113 0.765
C -1.410 -1.221 -2.791
C -0.840 2.180 -0.150
C 2.406 -0.239 -4.304
C -3.904 0.985 -1.025
C -3.476 -1.955 -2.487
C 3.660 0.999 3.785
C 3.474 0.047 2.791
C 1.624 -1.094 -5.079
C 1.243 -2.308 2.213
C 1.940 -3.499 2.287
C -4.851 1.875 -0.537
C -5.818 1.440 0.359
C 0.848 -1.787 0.976
H -4.217 -1.318 -2.966
H 2.838 -5.117 1.189
H -0.109 1.491 3.917
H 1.015 -1.761 3.123
H -2.863 -0.987 1.858
H 3.419 0.012 -4.585
H 0.813 2.118 2.547
H -0.254 -2.163 -5.258
H -2.197 -0.835 3.484
H -4.845 2.905 -0.869
H -3.169 1.326 -1.746
H -0.130 2.755 0.439
H 2.141 3.209 -0.134
H 3.595 -1.004 3.016
H -6.561 2.132 0.732
H 4.139 3.428 -1.387
H -3.083 0.520 2.779
H 0.876 -2.136 -1.156
H 3.043 3.795 1.981
H 3.659 3.092 4.263
H 4.823 1.960 -0.632
H -3.841 -2.972 -2.400
H -4.903 -1.808 0.612
H 2.225 -3.888 3.256
H 2.999 -0.314 0.735
H -2.740 -2.133 -0.439
H -1.792 2.148 0.386
H 2.161 -4.205 -1.006
H -1.020 2.696 -1.097
H -6.600 -0.233 1.451
H 3.927 0.690 4.787
H -0.886 2.621 2.819
H 2.033 -1.503 -5.993
```

2S+1 = 1
energy relative to the best compared isomer or geometry (same formula, charge and spin) = 0.00 kJ/mol
charge = +2
Kohn-Sham gap = 5.63 eV
F_max = 1.1 eV/A
E_HOMO = -12.997 eV
LUMO = -7.367 eV

Charge distribution, Mulliken scheme, values in e: number 1, Ir, carries 1.079; number 2, Si, carries -0.383; number 3, O, carries -0.457; number 4, O, carries -0.464; number 5, N, carries 0.679; number 6, N, carries -0.029; number 7, N, carries -0.115; number 8, N, carries 0.040; number 9, C, carries -0.674; number 10, C, carries 0.192; number 11, C, carries -0.689; number 12, C, carries -0.188; number 13, C, carries -0.751; number 14, C, carries 0.581; number 15, C, carries -0.164; number 16, C, carries 0.208; number 17, C, carries 0.398; number 18, C, carries -0.684; number 19, C, carries -0.588; number 20, C, carries -0.949; number 21, C, carries -0.286; number 22, C, carries -0.175; number 23, C, carries -0.767; number 24, C, carries 0.200; number 25, C, carries -0.454; number 26, C, carries -0.917; number 27, C, carries -0.804; number 28, C, carries 0.434; number 29, C, carries -1.663; number 30, C, carries -0.642; number 31, C, carries -0.334; number 32, C, carries -0.629; number 33, C, carries -0.713; number 34, C, carries -0.676; number 35, C, carries -0.468; number 36, C, carries -0.717; number 37, C, carries -0.754; number 38, C, carries -0.744; number 39, C, carries -0.557; number 40, C, carries 0.787; number 41, H, carries 0.401; number 42, H, carries 0.431; number 43, H, carries 0.468; number 44, H, carries 0.508; number 45, H, carries 0.183; number 46, H, carries 0.569; number 47, H, carries 0.039; number 48, H, carries 0.592; number 49, H, carries 0.555; number 50, H, carries 0.445; number 51, H, carries 0.474; number 52, H, carries 0.392; number 53, H, carries 0.605; number 54, H, carries 0.570; number 55, H, carries 0.459; number 56, H, carries 0.337; number 57, H, carries 0.372; number 58, H, carries 0.478; number 59, H, carries 0.450; number 60, H, carries 0.438; number 61, H, carries 0.388; number 62, H, carries 0.348; number 63, H, carries 0.484; number 64, H, carries 0.455; number 65, H, carries 0.562; number 66, H, carries 0.610; number 67, H, carries 0.337; number 68, H, carries 0.440; number 69, H, carries 0.540; number 70, H, carries 0.443; number 71, H, carries 0.470; number 72, H, carries 0.506; number 73, H, carries 0.488

=====

4.
C2H3CsMgO2 | the ωB97M-V functional and the def2-TZVPD basis

The geometry in XYZ format:
```
9
Properties=species:S:1:pos:R:3
Cs -4.291 0.273 0.663
Mg -0.557 -2.013 -1.299
O -0.776 -0.581 -0.077
O 2.026 1.482 -0.443
C 1.357 0.504 -0.422
C 0.246 0.141 0.545
H 0.723 -0.465 1.338
H 1.371 -0.432 -1.301
H -0.100 1.090 0.995
```

2S+1 = 1
energy relative to the best compared isomer or geometry (same formula, charge and spin) = 0.00 kJ/mol
charge = +2
Kohn-Sham gap = 6.15 eV
F_max = 1.9 eV/A
E_HOMO = -16.736 eV
LUMO = -10.588 eV

Charge distribution, Mulliken scheme, values in e: number 1, Cs, carries 1.023; number 2, Mg, carries 1.148; number 3, O, carries -0.426; number 4, O, carries -0.310; number 5, C, carries 0.327; number 6, C, carries -0.022; number 7, H, carries 0.280; number 8, H, carries -0.263; number 9, H, carries 0.244